ORCA calculation (the ωB97M-V functional and the def2-TZVPD basis) on a single C3H7NO2 molecule.

Properties
- E_LUMO (eV) = 0.769
- ΔE to the lowest compared entry with this formula, charge and spin (eV) = 0.963
- SMILES = CNC(=O)CO
- HOMO level (eV) = -9.8

ORCA input file:
```
! RIJCOSX wB97M-V def2-TZVPD def2/J DEFGRID3
* xyz 0 1
C 2.03155 0.16856 -0.20815
N 0.63878 -0.20002 -0.32324
C -0.28630 0.12564 0.61707
O -0.05696 0.82010 1.59458
C -1.67223 -0.42955 0.29906
O -2.24790 0.19726 -0.83119
H 2.38160 0.69234 -1.10342
H 2.11826 0.83255 0.65365
H 2.66090 -0.71260 -0.04037
H 0.33339 -0.79932 -1.07430
H -2.28725 -0.34189 1.20117
H -1.58756 -1.48861 0.03096
H -2.02629 1.13554 -0.81584
*
```

Here are the Mulliken charges for atoms 1 to 5, given in e:
1. C -0.796
2. N -0.178
3. C 0.646
4. O -0.628
5. C -0.534